No. 1
Density functional theory data (ωB97M-V/def2-TZVPD) for a single C22H19N5OS molecule in a non-equilibrium geometry.

XYZ file:
```
48
Properties=species:S:1:pos:R:3:lowdin_charge:R:1
C -4.323 1.771 4.208 -0.023
C -3.132 1.614 3.397 -0.416
N -2.236 2.553 3.391 0.111
C -1.142 2.451 2.606 -0.045
C -0.935 1.461 1.676 -0.116
N 0.235 1.441 0.800 0.173
C 1.157 2.473 0.617 -0.477
O 1.377 3.313 1.474 0.068
N 2.092 2.406 -0.389 0.052
C 2.804 1.339 -0.667 -0.450
S 4.399 1.050 0.163 1.064
C 4.535 -0.472 -0.666 -0.620
C 5.785 -1.405 -0.557 -0.069
N 3.448 -0.898 -1.338 0.072
C 2.465 0.112 -1.395 -0.193
C 1.245 -0.053 -2.256 -0.198
C 0.999 -1.246 -2.816 -0.049
C -0.135 -1.437 -3.710 -0.040
C -1.027 -0.343 -3.960 -0.061
C -0.818 0.837 -3.192 -0.090
C 0.275 0.958 -2.411 -0.065
C -1.887 0.415 1.722 -0.201
C -1.732 -0.723 0.877 -0.167
C -2.804 -1.390 0.232 0.002
C -2.651 -2.767 -0.190 -0.089
C -1.494 -3.496 -0.087 -0.096
C -0.405 -2.892 0.591 -0.051
C -0.507 -1.520 1.008 -0.003
N -2.897 0.536 2.602 0.188
H -4.738 0.950 4.675 0.050
H -3.987 2.421 5.046 0.099
H -5.064 2.242 3.560 0.093
H -0.497 3.436 2.492 0.148
H 0.205 0.727 0.090 0.088
H 2.623 3.170 -0.351 0.094
H 5.470 -2.485 -0.398 0.104
H 6.385 -0.925 0.281 0.078
H 6.417 -1.241 -1.342 0.024
H 1.709 -2.062 -2.804 0.104
H -0.297 -2.394 -4.298 0.113
H -1.802 -0.316 -4.712 0.092
H -1.486 1.623 -3.318 0.084
H 0.231 1.847 -1.745 0.110
H -3.854 -1.011 0.265 0.120
H -3.534 -3.176 -0.663 0.094
H -1.393 -4.412 -0.666 0.105
H 0.539 -3.413 0.806 0.105
H 0.381 -1.072 1.355 0.085
```

Summary:
- total charge = 0
- structure (SMILES) = Cc1ncc(NC(=O)Nc2sc(C)nc2-c2ccccc2)c(-c2ccccc2)n1
- Kohn-Sham gap (Ha) = 0.3081

---

No. 2
Density functional theory data (ωB97M-V/def2-TZVPD) for a molecular structure, C20H18MnN7O2S2 in a non-equilibrium geometry.

XYZ file:
```
50
Properties=species:S:1:pos:R:3:lowdin_charge:R:1
Mn 0.139 0.374 0.359 0.507
C -2.785 -0.468 -2.575 0.000
C -2.006 0.051 -1.409 -0.226
N -0.782 -0.356 -1.135 -0.076
N -0.137 -1.224 -1.909 0.101
C 1.089 -1.420 -1.447 -0.387
O 1.497 -0.756 -0.427 -0.132
C 1.940 -2.422 -2.096 -0.142
C 3.084 -2.880 -1.443 -0.009
C 3.885 -3.835 -2.039 -0.072
C 3.557 -4.333 -3.289 -0.079
C 2.408 -3.901 -3.932 -0.078
C 1.595 -2.956 -3.339 -0.025
C -2.505 0.991 -0.460 -0.191
C -3.757 1.616 -0.553 0.007
C -4.188 2.429 0.468 -0.034
C -3.355 2.620 1.572 -0.021
C -2.107 2.028 1.576 -0.086
N -1.667 1.242 0.595 0.007
H -2.264 -1.334 -2.975 0.073
H -2.865 0.287 -3.359 0.096
H -3.787 -0.758 -2.261 0.089
H 3.326 -2.494 -0.464 0.121
H 4.763 -4.195 -1.524 0.106
H 4.202 -5.051 -3.772 0.103
H 2.142 -4.307 -4.898 0.104
H 0.694 -2.626 -3.831 0.107
H -4.355 1.457 -1.434 0.114
H -5.150 2.915 0.422 0.115
H -3.660 3.236 2.403 0.114
H -1.427 2.192 2.406 0.118
S 0.166 -0.563 2.490 0.661
C 1.029 0.558 3.497 -0.724
C 1.077 0.228 4.860 -0.300
N 1.091 -0.065 5.970 0.166
C 1.613 1.690 2.986 -0.720
S 1.524 2.068 1.294 0.692
C 2.292 2.629 3.778 -0.301
N 2.840 3.430 4.393 0.163
C -0.752 4.318 -2.597 -0.067
N 0.638 3.926 -2.620 0.018
C 1.040 2.832 -1.932 -0.618
N 2.361 2.539 -1.989 0.185
O 0.224 2.107 -1.365 -0.055
H -0.954 4.978 -3.436 0.084
H -1.016 4.821 -1.663 0.090
H -1.355 3.415 -2.686 0.077
H 1.318 4.601 -2.925 0.137
H 3.022 3.225 -2.304 0.106
H 2.700 1.832 -1.356 0.083
```

Summary:
- total charge = 0
- 2S+1 = 5
- expectation value of S² = 6.068
- Kohn-Sham gap (spin up / spin down) (Ha) = 0.2106 / 0.2067